# 1
# C5H29NO11

11 unconnected molecules or ions with the total composition C5H29NO11 (ωB97M-V with the def2-TZVPD basis set, OMol25).

```
46
Properties=species:S:1:pos:R:3:forces:R:3
O -1.25792 -0.18206 -1.34052 1.3 0.6 0.0
C -0.20725 -0.79980 -1.31786 -2.9 -0.8 -1.4
C -0.21506 -2.21462 -0.73979 -0.8 -0.1 1.3
C -0.09359 -2.10302 0.80160 -1.0 2.5 0.5
C 1.31414 -2.38915 1.14974 2.0 0.0 -0.8
C 1.95136 -3.11183 -0.09140 1.8 3.7 -0.3
N 0.99229 -2.83265 -1.15001 0.3 -2.6 -2.7
H 0.62363 -0.47292 -1.97023 0.3 0.0 0.7
H -1.15579 -2.87110 -0.97715 1.5 1.7 0.0
H -0.28394 -1.00766 1.12481 -0.2 -1.9 -0.5
H -0.73031 -2.74279 1.38773 -0.6 -0.2 -0.3
H 1.79186 -1.41804 1.38294 0.3 -0.8 -0.4
H 1.41882 -3.01790 1.99860 0.0 -0.5 0.9
H 2.17585 -4.12585 -0.03323 0.2 -1.8 0.6
H 3.03611 -2.56508 -0.30431 -2.5 -1.3 0.4
H 0.77593 -3.56611 -1.89835 1.0 1.2 1.8
O -3.14613 2.47204 -0.15954 -1.6 -1.5 -1.8
H -2.33609 2.12783 0.17499 1.3 -0.3 0.8
H -3.21914 3.36000 0.07232 -0.2 2.2 0.8
O 2.82406 1.14364 -1.35209 0.6 -2.5 -0.5
H 2.72417 0.29156 -1.92328 0.5 2.1 1.0
H 2.27291 1.79936 -1.78905 -0.5 0.2 -0.6
O 1.35210 0.96150 0.77347 -6.2 -0.3 -0.5
H 1.64950 0.97954 -0.10700 2.2 0.2 -2.2
H 1.95282 0.98847 1.41547 4.4 0.1 3.2
O 2.70746 -1.22286 -2.66022 0.8 -0.6 -2.2
H 2.79488 -1.75136 -3.50890 -0.2 1.0 1.7
H 2.35562 -1.80532 -1.98058 -0.5 -0.6 0.0
O -1.30977 1.48077 3.21479 1.3 1.3 1.8
H -1.14645 0.55784 3.19318 -0.5 -2.0 -0.2
H -0.40093 1.76086 3.46108 -0.9 0.2 0.1
O -3.26673 -0.17501 0.27485 -6.4 -1.1 6.0
H -2.55073 -0.31679 -0.16048 7.2 -1.6 -4.6
H -3.64308 0.57298 -0.09894 -1.3 2.3 -0.9
O 0.79009 2.27200 -2.45274 0.0 2.1 0.2
H 0.62558 3.20402 -2.02678 0.0 -2.1 -1.0
H 0.04866 1.80206 -2.06899 -0.4 -0.3 0.0
O -0.88020 2.42964 1.05495 0.6 1.5 0.2
H -1.17653 2.78653 1.91308 -0.1 -0.6 -0.7
H 0.03266 2.13627 1.21680 0.0 -0.7 -0.4
O -0.41182 3.95899 -1.02750 -3.0 0.0 2.4
H -1.42772 3.68925 -0.98367 3.1 0.7 -0.6
H -0.20790 3.75830 -0.05077 -0.3 0.3 -1.9
O -2.17083 -1.17714 2.77214 2.3 -1.2 3.7
H -2.45659 -2.05747 2.62492 -0.6 -0.8 -0.4
H -2.51598 -0.60692 2.16590 -2.1 2.2 -3.2
```
Positions in Å, forces in eV/Å.

Properties
HOMO energy: -9.399 eV
relative energy (zero: lowest compared OMol25 entry of this formula, charge and spin): 5.815 eV
2S+1: 1
structure (SMILES): O=C[C@@H]1CCCN1.O.O.O.O.O.O.O.O.O.O
lowest unoccupied orbital energy: 0.2 eV

***

# 2
# C17H14Cl2IIrN2O5S

A molecular structure, C17H14Cl2IIrN2O5S (ωB97M-V with the def2-TZVPD basis set, OMol25).

```
43
Properties=species:S:1:pos:R:3:forces:R:3
Ir -0.54700 0.12377 -0.36009 0.2 0.5 0.2
O 0.42056 0.81464 -4.19494 0.1 0.0 0.0
C 0.48628 0.90585 -3.00596 0.0 -0.1 0.1
O 0.11739 -0.12003 -2.20994 -0.2 -0.1 -0.2
C 1.10394 2.09956 -2.29213 0.0 0.0 0.0
C 1.98954 1.64905 -1.12392 0.0 0.0 -0.1
C 2.88790 2.77747 -0.64293 0.0 0.0 0.0
C 1.87935 3.71183 0.07205 0.0 0.0 0.0
C 0.56328 2.97499 -0.12424 -0.1 0.0 0.1
O 1.00621 1.56671 -0.02772 0.0 -0.2 0.0
C 0.07999 3.04516 -1.57216 0.1 0.0 0.0
C -1.37786 2.61249 -1.70293 -0.1 0.1 0.0
O -2.13560 3.19065 -2.43086 0.0 0.0 0.0
O -1.76905 1.62186 -0.90868 0.1 -0.1 0.1
H 1.67412 2.64576 -3.03924 0.0 0.0 0.0
H 2.45790 0.67506 -1.23915 0.0 0.0 0.0
H 3.39760 3.25373 -1.47815 0.0 0.0 0.0
H 3.64136 2.40347 0.04661 0.0 0.0 0.0
H 1.83372 4.70840 -0.36224 0.0 0.0 0.0
H 2.11298 3.81264 1.12965 0.0 0.0 0.0
H -0.20295 3.14863 0.62628 0.0 0.0 0.0
H 0.14067 4.05502 -1.97010 0.0 0.0 0.0
Cl -1.27786 0.24864 1.91660 -0.1 0.0 0.0
C -2.16931 -1.26376 2.04669 0.1 0.0 0.0
C -2.47226 -1.73396 3.30074 0.0 0.0 0.0
C -3.20504 -2.91382 3.39078 0.0 0.0 0.0
C -3.61880 -3.58588 2.25152 0.0 0.0 0.0
C -3.30772 -3.08495 0.99866 0.0 0.0 0.0
Cl -3.82671 -3.92567 -0.40443 0.0 0.0 0.0
C -2.55868 -1.90332 0.86542 -0.1 0.2 -0.1
S -2.25663 -1.22175 -0.70660 0.1 -0.4 0.0
H -2.15986 -1.19722 4.18545 0.0 0.0 0.0
H -3.45853 -3.30813 4.36507 0.0 0.0 0.0
H -4.18566 -4.50294 2.32562 0.0 0.0 0.0
I 3.12767 -4.19111 2.23456 0.0 0.0 0.0
C 2.06233 -3.03325 0.91211 0.0 0.0 0.0
C 1.95255 -3.19468 -0.45548 0.0 0.0 0.0
N 1.14851 -2.22385 -0.90644 0.1 0.0 -0.1
N 0.74307 -1.42819 0.09502 0.0 0.0 -0.1
C 1.28830 -1.90949 1.20930 0.0 0.0 0.0
H 2.38629 -3.92223 -1.12047 0.0 0.0 0.0
H 0.91736 -1.93981 -1.85633 0.0 0.0 0.1
H 1.11064 -1.44133 2.16300 0.0 0.0 0.0
```
Positions in Å, forces in eV/Å.

Properties
HOMO energy (spin up / spin down): -12.207 / -12.162 eV
total charge: +1
relative energy (zero: lowest compared OMol25 entry of this formula, charge and spin): 0.211 eV
2S+1: 2
<S²>: 0.763
lowest unoccupied orbital energy (spin up / spin down): -3.5 / -6.4 eV

***

# 3
# C4H9NO2

C4H9NO2 in the gas phase (ωB97M-V with the def2-TZVPD basis set, OMol25).

```
16
Properties=species:S:1:pos:R:3:forces:R:3
C -0.76751 -1.52668 -1.75787 1.7 -2.0 1.1
C -0.89444 -0.04435 -1.65647 -1.3 4.0 -1.5
O -1.55652 0.71606 -2.39532 0.6 -2.1 0.1
N -0.31616 0.59889 -0.60585 1.5 0.3 3.2
C 0.58107 -0.08605 0.45829 -1.0 0.6 -2.9
C 0.48450 0.57148 1.79332 0.1 3.6 1.5
O 1.65909 1.44182 2.11673 0.0 -1.5 -0.7
H -0.89738 -2.11738 -2.75962 -0.4 1.7 2.0
H 0.29079 -1.83477 -1.38043 -1.7 0.5 -0.9
H -1.40331 -1.82700 -0.86223 0.3 -0.5 -1.5
H -0.31957 1.65932 -0.44223 -0.6 -2.4 -1.2
H 0.27845 -1.13844 0.43018 0.3 0.4 0.6
H 1.52712 0.04952 -0.07311 0.6 -0.5 1.2
H 0.22159 -0.03149 2.64040 0.6 -1.1 0.3
H -0.32201 1.32263 1.89396 -0.3 -0.6 -1.0
H 1.43429 2.24643 2.60025 -0.5 -0.5 -0.2
```
Positions in Å, forces in eV/Å.

Properties
HOMO energy: -9.336 eV
relative energy (zero: lowest compared OMol25 entry of this formula, charge and spin): 2.559 eV
2S+1: 1
structure (SMILES): CC(=O)NCCO
lowest unoccupied orbital energy: 0.7 eV

***

# 4
# C29H53F4N5S

3 unconnected molecules or ions with the total composition C29H53F4N5S (ωB97M-V with the def2-TZVPD basis set, OMol25).

```
92
Properties=species:S:1:pos:R:3:forces:R:3
C 3.08982 1.27602 2.52816 -0.8 0.6 -1.1
C 1.57280 1.97278 2.42446 1.6 0.6 0.6
C 1.59095 2.90312 1.07517 0.7 -0.8 -0.3
C 0.23914 2.82120 0.15225 0.9 1.6 -0.3
N -1.00554 2.35273 0.87300 -2.0 1.1 -2.5
C -2.14429 2.63098 -0.12792 -3.6 2.2 -1.5
C -2.49495 1.52831 -1.33459 -1.6 1.5 -1.7
C -1.62027 0.11381 -1.39020 -1.5 -0.4 0.8
C -2.53617 -1.02450 -0.57644 -0.9 -0.3 1.2
C -2.99031 -0.49046 0.93733 -0.4 0.6 -0.2
C -3.93580 -1.40192 -1.35452 -0.1 0.1 -0.3
C -3.68491 1.80991 -2.46746 1.4 1.2 2.2
F -3.98223 0.86241 -3.57253 1.1 2.8 3.5
C -4.57375 3.19863 -2.42075 -0.3 0.7 0.1
N -5.68473 3.65531 -3.38924 3.7 0.8 5.1
S -6.19386 5.21571 -2.76215 3.8 -3.2 1.9
N -5.16638 5.45397 -1.36924 1.9 -4.5 -1.2
C -4.23605 4.25756 -1.20466 -1.6 0.0 -2.0
C -3.04961 4.00609 -0.05936 0.8 -2.5 -1.2
C -2.84357 5.17784 1.11522 -0.8 0.0 -1.4
C -4.20229 5.28817 2.05046 -0.6 -0.1 0.6
C -4.15262 4.37953 3.41937 -0.7 -1.2 1.5
F -4.85528 3.05997 3.22472 2.4 4.1 0.7
F -4.87429 5.02605 4.57699 2.4 -2.1 -3.7
F -2.78448 4.07226 3.89949 -4.2 0.9 -1.4
H 3.18310 0.57683 1.57171 0.0 1.2 2.2
H 3.25856 0.70562 3.54086 -0.2 1.1 -2.2
H 3.85902 2.16545 2.35391 -1.4 -2.0 0.7
H 0.73368 1.15811 2.45985 1.6 1.7 -0.1
H 1.52464 2.71696 3.34985 -0.4 -1.8 -1.8
H 1.91957 4.01421 1.35566 -1.1 -2.4 -0.6
H 2.48098 2.48797 0.39671 -1.9 0.9 1.4
H 0.42599 2.11469 -0.77833 -0.5 1.6 2.0
H 0.01431 3.93755 -0.20599 0.7 -2.4 0.3
H -1.21210 2.92056 1.72674 0.3 -0.5 -1.0
H -1.44281 -0.27050 -2.48396 -0.4 1.0 2.1
H -0.60170 0.17243 -0.81161 -2.1 0.3 -1.2
H -1.91166 -2.01990 -0.37130 -1.2 2.2 -0.8
H -2.10670 0.00229 1.53440 -1.7 -1.1 -1.2
H -3.82948 0.34509 0.81296 1.8 -1.7 0.2
H -3.48930 -1.34019 1.58559 1.2 1.5 -1.5
H -4.75587 -0.54303 -1.23512 2.0 -1.7 -0.3
H -4.43538 -2.37102 -0.90672 1.2 1.9 -0.9
H -3.73694 -1.56844 -2.51034 -0.5 0.3 2.4
H -2.78058 6.20725 0.52257 -0.1 -2.2 1.3
H -1.85069 5.04607 1.72297 -2.1 0.1 -1.2
H -4.43061 6.40547 2.38641 0.8 -2.5 -0.6
H -5.16743 4.92500 1.45195 2.3 0.7 1.3
C 6.32186 0.41265 4.52504 0.0 0.1 -0.1
C 7.75752 0.78669 4.16040 -0.2 -0.1 -0.2
N 8.07488 0.60724 2.74087 0.3 -0.1 -0.2
C 9.50974 0.69598 2.45526 -0.1 -0.3 0.0
C 10.19795 2.03511 2.69784 0.2 0.2 -0.1
C 7.20682 1.30075 1.78633 -0.3 -0.3 0.2
C 7.08850 2.81651 1.90925 0.0 0.3 -0.2
H 6.09030 -0.61296 4.22002 0.0 0.1 0.0
H 6.18758 0.47772 5.61011 0.1 0.0 -0.1
H 5.59411 1.08799 4.06645 0.1 -0.1 0.0
H 8.41231 0.13707 4.75307 0.1 0.1 -0.3
H 7.94936 1.81244 4.49151 0.0 0.1 0.1
H 9.69015 0.38886 1.41577 -0.2 0.1 0.1
H 10.02350 -0.06256 3.05979 -0.2 0.0 0.1
H 9.95084 2.76238 1.92226 0.0 0.0 0.1
H 11.28422 1.90020 2.67213 -0.1 0.0 0.0
H 9.94744 2.46177 3.67290 0.0 0.0 -0.1
H 6.19854 0.87510 1.87102 0.1 0.0 0.1
H 7.51585 1.05287 0.76437 0.2 -0.1 0.2
H 6.96814 3.14917 2.94384 0.0 -0.1 -0.1
H 6.21056 3.16268 1.35299 0.1 0.0 0.0
H 7.95487 3.32253 1.47921 -0.1 0.0 0.1
C -5.32175 -4.39087 -4.53793 0.0 -0.1 0.0
C -3.93911 -5.03455 -4.62735 -0.2 0.0 0.3
N -3.48751 -5.64628 -3.37442 0.3 0.0 0.2
C -2.06679 -6.00634 -3.38797 0.0 0.3 0.1
C -1.61973 -7.08558 -4.36835 0.2 -0.3 -0.1
C -4.37694 -6.64697 -2.78014 -0.3 0.4 0.0
C -4.74234 -7.86138 -3.62768 -0.1 -0.4 0.0
H -5.36392 -3.65416 -3.72922 0.0 -0.1 0.0
H -5.54895 -3.87229 -5.47552 0.1 -0.1 0.1
H -6.10893 -5.13303 -4.37803 0.0 0.1 0.0
H -3.23828 -4.23798 -4.90362 0.2 -0.2 0.2
H -3.93809 -5.75411 -5.45249 0.0 -0.1 -0.2
H -1.75952 -6.29988 -2.37465 -0.2 0.0 -0.1
H -1.48851 -5.09753 -3.59884 -0.2 0.0 0.0
H -1.91723 -8.08167 -4.03550 0.0 0.1 -0.1
H -0.52713 -7.08775 -4.43963 -0.1 0.0 0.0
H -2.00985 -6.92035 -5.37634 0.0 0.0 0.1
H -5.30886 -6.14494 -2.48951 0.2 0.1 -0.1
H -3.95378 -6.99409 -1.83052 0.2 0.2 -0.2
H -4.99415 -7.59782 -4.65854 0.0 0.0 0.1
H -5.61776 -8.35972 -3.19719 0.1 0.1 0.0
H -3.93583 -8.59682 -3.64326 -0.1 0.1 -0.1
```
Positions in Å, forces in eV/Å.

Properties
HOMO energy: -8.096 eV
2S+1: 1
structure (SMILES): CCCCNc1c(CC(C)C)c(F)c2nsnc2c1CCC(F)(F)F.CCN(CC)CC.CCN(CC)CC
lowest unoccupied orbital energy: -1.7 eV